C30H77N5O11 | wB97M-V/def2-TZVPD

The geometry in XYZ format:
```
123
Properties=species:S:1:pos:R:3:forces:R:3
C 0.4960 2.4370 8.2644 0.733 0.527 -1.194
O 1.7429 1.7127 8.3557 -0.636 -0.776 0.207
C 1.7122 0.3743 7.7792 0.417 0.491 0.076
C 3.1328 -0.2828 7.5423 -1.658 1.625 -0.275
N 3.9151 0.4515 6.5135 -0.728 -0.748 0.645
C 4.8977 -0.4629 5.9604 1.258 2.056 -1.328
C 5.8930 0.2641 4.9613 -0.946 0.674 1.100
O 6.4843 1.4401 5.5485 0.178 -0.994 0.946
C 7.3449 2.1385 4.6842 -0.286 -0.308 -0.649
H 0.5269 3.3929 8.7871 0.580 -0.350 0.624
H -0.4513 1.9668 8.5285 0.347 -0.748 0.293
H 0.4012 2.7879 7.2368 -0.227 -0.292 -0.427
H 1.1699 0.3879 6.8338 0.266 0.315 -0.450
H 1.0876 -0.2853 8.3816 0.185 -0.103 0.584
H 2.8627 -1.2738 7.1776 0.258 -0.107 -0.122
H 3.6902 -0.3940 8.4723 -0.038 -0.026 0.207
H 4.3801 1.2079 6.9949 0.155 0.232 -0.165
H 4.3589 -1.1432 5.3009 0.203 -0.599 0.414
H 5.5054 -0.9075 6.7485 -0.003 -0.639 -0.058
H 5.3364 0.6577 4.1108 -0.192 -0.434 -0.370
H 6.6175 -0.4906 4.6554 0.336 0.172 -0.153
H 7.6751 3.0866 5.1087 -0.458 -0.057 0.202
H 6.7906 2.2812 3.7566 0.123 0.520 -0.325
H 8.2548 1.6033 4.4125 0.117 -0.447 0.174
C 3.6922 -3.6818 -4.9691 -0.374 -1.287 0.439
O 4.2224 -3.8910 -6.2453 -0.164 1.572 -1.675
C 5.3967 -3.0819 -6.4456 0.803 -0.841 0.109
C 5.9669 -2.9358 -7.8869 0.035 -0.420 0.716
N 5.0192 -2.3023 -8.7805 -0.046 0.079 -0.098
C 5.0685 -2.7612 -10.1803 -1.445 0.840 0.201
C 4.0068 -2.0101 -11.0523 -0.546 -0.510 0.959
O 2.6916 -2.4035 -10.5593 1.121 -0.569 0.452
C 1.5532 -1.8410 -11.1611 1.197 0.733 -0.893
H 3.5641 -2.6539 -4.6297 0.269 0.215 -0.307
H 4.3018 -4.2571 -4.2724 0.235 0.303 0.538
H 2.7189 -4.1714 -4.9360 -0.118 0.127 -0.164
H 6.0953 -3.6297 -5.8132 0.918 0.456 -0.105
H 5.2986 -2.0765 -6.0362 -0.477 0.107 0.085
H 6.3907 -3.8724 -8.2493 -0.547 -0.631 -0.167
H 6.8785 -2.3431 -7.8116 0.019 0.444 0.345
H 4.1222 -2.5163 -8.3685 -0.469 0.059 -0.540
H 4.8164 -3.8213 -10.2087 0.199 -0.286 -0.357
H 6.0554 -2.5796 -10.6058 0.041 -0.037 0.077
H 4.1353 -2.2500 -12.1077 -0.164 -0.452 -0.169
H 4.1292 -0.9281 -11.0034 0.006 0.193 0.416
H 0.6321 -2.3484 -10.8744 0.330 -0.061 0.190
H 1.7032 -1.8853 -12.2399 -0.445 -0.230 -0.379
H 1.5194 -0.7724 -10.9489 -0.382 0.200 0.328
C -5.2962 1.5823 3.5584 0.951 0.992 -0.589
O -4.4492 2.7377 3.1605 -0.578 -1.852 -0.066
C -3.4854 2.3829 2.1495 -0.047 0.204 -0.012
C -2.7473 3.6676 1.7526 -0.835 -0.210 -0.430
N -1.6932 3.4106 0.7726 0.653 -0.635 -0.201
C -2.1984 3.3250 -0.6020 -1.048 -0.384 -0.095
C -1.1353 3.0530 -1.6358 0.533 -0.623 0.933
O -1.5887 2.5837 -2.9108 0.831 0.922 0.855
C -0.4468 2.1537 -3.6731 -1.075 -0.075 0.008
H -4.7048 0.8455 4.1020 0.136 0.025 0.027
H -5.7372 1.0980 2.6872 0.135 0.056 -0.246
H -6.1289 1.9003 4.1858 0.331 0.452 0.011
H -3.9441 1.9045 1.2843 -0.580 0.264 -0.205
H -2.7479 1.6290 2.4251 0.140 -0.007 0.862
H -2.4534 4.1395 2.6902 0.658 0.008 -0.229
H -3.4849 4.3291 1.2981 -0.310 0.297 0.095
H -0.9676 4.1130 0.7583 -0.024 0.177 0.516
H -2.6064 4.3007 -0.8657 -0.852 -0.052 -0.162
H -2.9292 2.5193 -0.6717 -0.351 0.252 0.114
H -0.4717 2.2887 -1.2313 0.273 -0.073 0.145
H -0.6235 4.0137 -1.5776 0.817 0.089 -1.297
H -0.8618 1.9290 -4.6557 0.346 0.110 -0.078
H -0.0232 1.2385 -3.2597 0.026 -0.106 0.179
H 0.3390 2.9081 -3.7128 -0.093 0.173 -0.128
C -11.1678 -12.5571 4.6137 0.116 -0.087 0.736
O -9.9458 -11.8827 4.2679 -0.982 -1.960 -0.398
C -9.8741 -10.6706 4.9030 0.122 1.881 0.690
C -8.5944 -9.9120 4.5338 -0.060 -1.006 0.896
N -7.3729 -10.4504 5.1928 -1.300 0.596 -0.308
C -6.1546 -9.7474 4.7938 0.057 -0.809 0.250
C -6.1368 -8.3025 5.2290 -0.378 0.037 -0.062
O -4.7842 -7.8815 5.1819 -0.369 1.672 0.081
C -4.6282 -6.4668 4.8344 0.100 -1.562 -0.604
H -11.3836 -13.4737 4.0646 0.634 0.296 -0.541
H -12.0519 -11.9218 4.5600 0.074 0.414 -0.448
H -11.1515 -12.8728 5.6568 0.317 0.024 0.307
H -10.0186 -10.6959 5.9830 0.483 -0.638 0.482
H -10.7311 -10.0550 4.6299 -0.193 0.352 -0.603
H -8.7530 -8.8960 4.8953 0.099 0.167 -0.528
H -8.5315 -10.0443 3.4537 0.161 0.739 -0.366
H -7.4050 -11.4352 4.9708 0.765 -0.140 -0.001
H -5.9679 -9.6963 3.7211 -0.168 -0.341 -0.456
H -5.2961 -10.2740 5.2104 -0.024 0.061 0.224
H -6.6473 -8.1153 6.1736 0.468 -0.275 0.656
H -6.8054 -7.7840 4.5418 0.395 0.594 -0.536
H -5.0418 -5.7394 5.5329 -0.098 -0.310 0.308
H -5.0943 -6.3472 3.8563 -0.164 0.314 -0.054
H -3.5605 -6.3007 4.6912 -0.054 -0.019 0.274
C 3.0459 7.1973 0.2656 -0.022 -0.541 0.379
O 2.7054 7.8496 -0.9076 -0.484 1.554 -0.896
C 2.0611 9.1382 -0.7948 0.806 -0.215 0.638
C 2.3043 9.9778 -2.0621 -2.148 -1.186 0.404
N 1.6321 9.3030 -3.2123 0.332 -0.039 1.976
C 1.6649 10.0794 -4.4292 -0.503 -1.106 0.207
C 1.0909 9.2706 -5.6369 2.032 2.264 0.766
O 2.1521 8.4574 -6.1391 -1.817 0.494 -0.292
C 1.6701 7.6898 -7.2242 0.671 -1.653 0.629
H 3.7010 7.7323 0.9531 0.458 0.444 -0.305
H 3.5347 6.2910 -0.0920 0.014 -0.120 0.474
H 2.1930 6.9541 0.8993 -0.467 -0.281 -0.158
H 2.4667 9.6828 0.0578 0.687 0.130 0.127
H 1.0292 9.0294 -0.4607 -0.451 -0.243 -0.801
H 3.3817 10.1219 -2.1424 0.137 0.222 -0.382
H 1.7549 10.9060 -1.9047 0.401 0.344 0.052
H 2.1985 8.4693 -3.2783 -0.234 -0.445 -0.780
H 2.7033 10.4099 -4.4550 0.138 0.324 -1.543
H 1.0243 10.9585 -4.3593 -0.033 0.095 0.462
H 0.8193 10.0939 -6.2975 0.197 -0.154 -0.972
H 0.1297 8.7917 -5.4500 0.331 -0.675 0.523
H 0.6836 7.2724 -7.0228 -0.376 0.365 -0.005
H 2.2997 6.8013 -7.1759 0.220 -0.042 -0.658
H 1.6972 8.1296 -8.2212 0.103 0.450 0.160
O 1.9454 0.0329 2.0056 0.051 -0.196 -0.180
H 1.5082 0.8815 1.9344 -0.166 0.228 -0.057
H 2.2836 0.0115 2.9008 0.103 -0.005 0.268
```
Forces are in eV/Å.

The calculation puts the electronic energy at -2290.27060 hartree. Its SMILES is COCCNCCOC.COCCNCCOC.COCCNCCOC.COCCNCCOC.COCCNCCOC.O. The calculation puts the HOMO-LUMO gap at 9.09 eV.